(1)
63
Properties=species:S:1:pos:R:3:forces:R:3 method="wB97M-V/def2-TZVPD" e_homo_ev="-8.91 / -8.00" s_squared=2.175 e_lumo_ev="-4.159 / -4.496" e_tot_ev=-63649.1692 spin_multiplicity=3 charge=+1 orbital_gap_ev="4.750 / 3.506"
C -1.528 3.367 -3.654 0.535 -1.215 0.431
C -1.304 2.056 -3.218 -0.599 0.831 0.408
C 0.018 1.530 -3.243 0.756 -0.647 -0.001
C 1.085 2.303 -3.795 -0.172 0.504 0.406
C 0.822 3.654 -4.185 -0.213 -0.190 -0.021
C -0.464 4.155 -4.123 0.591 0.061 -0.156
C 2.354 1.696 -3.865 0.208 -0.331 -0.565
C 2.488 0.298 -3.785 -0.167 -0.012 0.604
C 1.374 -0.429 -3.248 -0.292 0.939 0.480
C 1.416 -1.852 -3.173 0.262 -0.490 0.321
C 2.586 -2.509 -3.531 -0.900 0.075 0.337
C 3.706 -1.796 -3.986 0.415 0.697 -0.149
C 3.673 -0.424 -4.103 0.120 -0.306 -0.269
H -2.534 3.774 -3.615 0.105 -0.068 -0.116
H 1.651 4.253 -4.567 -0.314 -0.119 0.095
H -0.685 5.162 -4.460 0.170 -0.053 0.042
H 3.224 2.292 -4.130 -0.144 -0.047 -0.059
H 2.635 -3.603 -3.445 -0.060 0.511 -0.151
H 4.598 -2.357 -4.252 -0.059 0.207 0.025
H 4.533 0.132 -4.483 -0.204 -0.222 0.138
N 0.290 0.271 -2.752 -0.718 -0.648 -1.410
Pr 0.155 0.249 -0.242 2.919 0.337 2.445
C -2.467 1.235 -2.695 0.052 -0.176 -0.148
H -2.441 0.215 -3.108 0.034 0.228 0.069
H -3.418 1.692 -2.995 0.162 -0.031 -0.025
C 0.207 -2.637 -2.705 -0.193 0.186 0.159
H -0.717 -2.263 -3.169 0.247 -0.030 -0.048
H 0.307 -3.702 -2.950 0.051 0.209 -0.060
P -2.485 1.062 -0.850 -1.092 0.635 -0.753
P -0.082 -2.527 -0.875 0.263 -1.388 -0.548
C 1.252 -3.611 -0.256 0.171 -0.040 0.304
H 1.182 -3.702 0.838 0.027 0.007 -0.316
H 1.183 -4.612 -0.710 -0.047 0.308 0.127
H 2.234 -3.182 -0.492 -0.205 -0.016 0.057
C -1.570 -3.567 -0.656 -0.144 0.077 0.081
H -1.396 -4.593 -1.012 -0.040 0.317 0.097
H -1.841 -3.585 0.407 0.062 -0.082 -0.211
H -2.406 -3.126 -1.208 0.095 -0.121 0.062
C -2.809 2.771 -0.324 -0.034 0.426 0.514
H -3.804 3.107 -0.653 0.300 -0.061 0.081
H -2.753 2.826 0.778 -0.124 0.004 -0.453
H -2.046 3.457 -0.721 -0.224 -0.239 0.046
C -4.066 0.223 -0.546 -0.146 -0.068 0.206
H -4.175 0.070 0.536 -0.095 0.048 -0.256
H -4.903 0.826 -0.927 0.213 -0.242 0.114
H -4.059 -0.759 -1.028 -0.073 0.129 0.043
C 3.103 0.369 0.062 -2.918 0.494 -1.757
O 3.842 -0.253 0.742 1.084 -0.136 0.279
H 3.422 0.999 -0.904 0.868 -0.228 0.708
C -1.356 0.539 3.662 -0.210 0.033 0.173
C 0.059 0.096 3.275 -0.007 0.068 -0.170
C 1.133 1.035 3.828 0.078 -0.012 0.113
C 0.319 -1.373 3.631 0.092 -0.103 0.113
O 0.135 0.194 1.871 -0.608 -0.068 -1.756
H -1.503 0.524 4.753 -0.002 0.021 -0.321
H -2.107 -0.120 3.192 0.312 0.102 0.227
H -1.551 1.560 3.290 0.200 -0.303 0.228
H 1.201 0.984 4.923 -0.021 0.046 -0.254
H 2.105 0.775 3.389 -0.219 -0.037 0.179
H 0.909 2.068 3.525 -0.013 -0.234 0.166
H -0.456 -2.013 3.177 0.124 0.236 0.212
H 1.288 -1.694 3.214 -0.244 0.221 0.234
H 0.324 -1.531 4.720 -0.012 0.003 -0.350

---

(2)
62
Properties=species:S:1:pos:R:3:forces:R:3 method="wB97M-V/def2-TZVPD" e_homo_ev=-8.76 smiles="Cc1ccc([C@@]2(CCNS(=O)(=O)c3ccc(C)cc3)CCO[C@H](C(C)C)C2)cc1" e_lumo_ev=0.592 e_tot_ev=-43891.8728 spin_multiplicity=1 orbital_gap_ev=9.355
C -4.581 -3.036 -0.627 -0.033 0.063 0.056
C -3.519 -1.992 -0.792 0.018 0.008 -0.055
C -3.712 -0.901 -1.625 -0.002 -0.096 0.019
C -2.745 0.080 -1.761 0.066 0.021 0.020
C -1.547 0.018 -1.057 -0.086 0.018 -0.002
C -1.348 -1.096 -0.244 -0.006 0.074 0.003
C -2.313 -2.075 -0.110 -0.037 -0.006 -0.040
H -2.121 -2.921 0.536 0.017 -0.117 0.071
H -0.421 -1.219 0.295 0.144 0.018 0.074
C -0.437 1.053 -1.213 0.238 -0.044 -0.257
C 0.163 1.418 0.156 -0.396 0.165 0.052
H 0.501 0.530 0.682 0.058 -0.046 0.024
H 1.025 2.067 0.012 0.097 0.008 0.027
C -0.865 2.166 1.011 0.157 -0.220 0.369
C -0.353 2.555 2.408 -0.014 -0.051 -0.235
C -0.156 1.328 3.295 -0.167 0.250 -0.153
H 0.061 1.640 4.314 0.047 -0.032 0.114
H 0.676 0.726 2.940 0.142 -0.144 -0.025
H -1.052 0.711 3.307 -0.081 -0.135 0.048
C 0.922 3.391 2.339 -0.313 -0.024 0.017
H 1.160 3.787 3.324 0.081 0.052 0.085
H 0.776 4.224 1.657 0.096 0.132 -0.067
H 1.767 2.800 1.996 0.153 -0.061 -0.042
H -1.141 3.178 2.845 -0.002 -0.061 -0.035
O -1.268 3.362 0.366 0.179 0.088 0.155
C -1.865 3.108 -0.880 -0.123 0.073 -0.413
C -0.916 2.375 -1.832 -0.222 -0.078 0.380
H -1.396 2.219 -2.798 -0.010 0.004 -0.094
H -0.046 3.013 -1.994 0.045 0.050 -0.060
H -2.134 4.087 -1.284 -0.054 -0.119 -0.020
H -2.784 2.519 -0.733 0.073 0.120 -0.037
H -1.754 1.518 1.133 0.109 0.107 0.022
C 0.614 0.375 -2.122 -0.060 0.293 0.071
H 0.948 -0.536 -1.625 -0.119 -0.015 -0.061
C 1.861 1.202 -2.466 -0.603 0.155 0.316
N 3.035 0.344 -2.447 0.677 -0.165 0.656
S 3.858 0.276 -0.984 0.102 -0.081 -0.409
O 5.193 -0.139 -1.301 -0.055 -0.180 -0.176
O 3.676 1.493 -0.239 -0.260 -0.221 0.078
C 3.020 -1.046 -0.127 0.162 0.464 -0.218
C 2.751 -2.223 -0.798 0.025 -0.197 -0.036
C 2.071 -3.234 -0.143 0.087 0.121 -0.011
C 1.666 -3.077 1.180 0.011 0.102 0.003
C 1.971 -1.892 1.842 0.045 -0.057 -0.107
C 2.647 -0.875 1.191 0.090 0.127 0.070
H 2.889 0.056 1.680 -0.054 0.117 0.127
H 1.668 -1.765 2.872 -0.035 0.037 0.098
C 0.932 -4.175 1.885 0.053 -0.029 0.017
H 0.351 -4.767 1.182 -0.071 -0.067 -0.005
H 1.644 -4.838 2.377 -0.012 -0.085 0.056
H 0.269 -3.772 2.647 -0.072 -0.021 0.057
H 1.845 -4.153 -0.663 -0.032 -0.085 -0.072
H 3.067 -2.325 -1.824 -0.039 -0.089 -0.149
H 3.702 0.520 -3.182 0.281 -0.003 -0.036
H 2.017 2.003 -1.736 -0.148 0.083 -0.233
H 1.763 1.654 -3.454 0.136 -0.022 0.057
H 0.117 0.072 -3.047 -0.015 -0.104 0.000
H -2.947 0.897 -2.435 0.001 0.126 -0.038
H -4.634 -0.814 -2.183 -0.101 -0.001 -0.065
H -5.111 -3.199 -1.563 -0.060 -0.067 -0.033
H -4.152 -3.979 -0.295 -0.026 -0.090 0.010
H -5.308 -2.714 0.118 -0.083 -0.064 0.033

---

(3)
67
Properties=species:S:1:pos:R:3:forces:R:3 method="wB97M-V/def2-TZVPD" e_homo_ev="-3.78 / -4.18" s_squared=6.021 e_lumo_ev="2.419 / 1.718" e_tot_ev=-56113.0350 spin_multiplicity=5 charge=-1 orbital_gap_ev="6.200 / 5.900"
C -0.559 2.222 -2.638 0.037 1.199 -0.193
C -0.279 2.198 -1.117 -0.656 0.138 0.093
C -0.256 0.820 -3.169 0.201 -0.193 -0.056
C 0.627 0.080 -2.097 0.610 0.816 -0.610
H 0.293 0.910 -4.110 -0.206 -0.048 0.129
H -1.191 0.288 -3.391 0.276 0.030 0.246
C 0.869 1.236 -0.955 0.620 -0.541 -0.249
H -1.189 1.851 -0.614 0.175 -0.002 -0.020
H -0.064 3.211 -0.759 -0.018 -0.278 0.092
C 1.425 0.904 0.482 0.473 0.324 0.986
H 1.728 1.775 -1.400 -0.138 -0.245 0.010
H 1.644 -0.039 -2.522 -0.397 0.109 0.088
C 0.134 -1.304 -1.939 -0.197 0.629 1.111
C -1.974 2.709 -2.914 -1.236 -0.792 1.579
C 0.257 3.264 -3.412 1.248 -0.601 -1.012
O 0.716 3.094 -4.531 -0.398 0.128 1.189
O -2.925 2.472 -2.181 1.095 0.329 -1.204
O -2.077 3.459 -4.025 -0.503 -0.230 0.226
O 0.407 4.427 -2.763 -0.021 -0.011 -0.247
C 1.057 5.418 -3.568 -0.004 0.131 0.144
H 1.091 6.305 -2.942 0.063 0.033 -0.066
H 0.478 5.602 -4.479 0.118 -0.028 0.146
H 2.063 5.087 -3.842 -0.190 0.095 0.045
C -3.407 3.931 -4.245 -0.285 0.200 -0.116
H -4.123 3.100 -4.256 0.226 0.213 -0.023
H -3.380 4.438 -5.208 -0.036 -0.038 0.043
H -3.697 4.633 -3.454 0.064 -0.183 -0.167
O 0.677 1.094 1.680 0.078 1.458 -3.226
H 2.280 1.578 0.680 0.109 0.053 -0.758
H 1.904 -0.106 0.457 -0.471 0.352 -0.262
C 1.074 -2.410 -1.715 0.432 -0.493 0.182
C -1.306 -1.562 -1.713 -0.600 -0.242 0.184
H -1.799 -1.972 -2.613 0.004 0.003 0.146
H -1.854 -0.650 -1.440 0.073 -0.162 -0.067
H -1.449 -2.301 -0.905 0.037 0.192 -0.223
H 0.804 -2.951 -0.791 0.193 0.102 -0.325
H 2.103 -2.039 -1.606 -0.163 -0.164 -0.063
H 1.056 -3.128 -2.553 0.047 -0.026 0.111
Pd 0.384 -0.649 2.571 -0.795 -1.745 1.950
C 1.957 -2.297 3.909 1.046 0.798 -0.104
C 2.663 -1.626 2.865 0.598 0.734 0.985
C 2.594 -0.212 3.120 0.313 -1.024 0.492
H 3.248 -2.095 2.077 -0.296 0.114 0.177
C 1.767 -0.013 4.286 0.503 -0.797 0.056
C 1.381 -1.316 4.767 0.821 0.678 -0.129
H 0.814 -1.523 5.672 0.090 0.074 -0.320
H 1.980 -3.358 4.110 -0.315 0.223 -0.250
H 3.103 0.568 2.561 -0.322 -0.250 0.114
H 1.529 0.948 4.734 0.002 -0.286 -0.156
C -2.002 -1.957 2.679 -0.660 1.488 -0.542
C -1.488 -1.648 3.966 -0.532 0.579 0.021
C -1.296 -0.224 4.050 -1.003 0.351 -1.034
H -1.329 -2.351 4.777 -0.013 0.139 -0.341
C -1.667 0.339 2.770 -0.106 -0.594 0.988
C -2.024 -0.752 1.904 -0.836 -0.708 1.027
H -2.369 -0.666 0.878 0.081 0.004 0.280
H -2.466 -2.885 2.371 0.685 0.018 -0.031
H -0.991 0.346 4.923 -0.051 -0.199 -0.244
H -1.752 1.398 2.549 0.377 -0.326 -0.080
C 1.216 -5.367 1.728 -0.134 -0.092 0.008
S 0.001 -4.089 2.023 0.166 1.192 -0.851
O -1.234 -4.511 1.358 0.606 -0.311 0.333
O -0.067 -4.005 3.485 -0.269 -0.542 -0.709
O 0.568 -2.853 1.375 -0.604 -1.840 0.614
H 0.948 -6.187 2.401 0.096 0.016 -0.240
H 2.210 -4.987 1.976 -0.153 0.019 -0.015
H 1.165 -5.672 0.681 0.042 0.025 0.142